[1]
C11H10ClCrNS as an isolated structure in a non-equilibrium geometry, computed with the ωB97M-V functional and the def2-TZVPD basis.

The geometry in XYZ format:
```
25
Properties=species:S:1:pos:R:3:mulliken_spin:R:1
C -3.2497 -0.9532 -0.1444 0.117
C -2.3018 -1.3766 -1.1665 -0.127
C -1.3838 -0.3187 -1.3749 0.081
H -2.2917 -2.3434 -1.6749 -0.005
C -1.6520 0.7229 -0.4350 0.042
C -2.8303 0.3553 0.3278 -0.098
H -3.2291 0.9095 1.1833 -0.001
H -4.1179 -1.5123 0.2002 0.034
H -0.6688 -0.2380 -2.1836 0.013
H -1.1374 1.6786 -0.3953 -0.003
Cr -1.2878 -1.0377 0.8420 3.729
Cl -0.1957 -3.0536 1.0505 0.032
C 2.8440 0.4336 0.0095 0.009
C 2.4650 1.6970 -0.5432 -0.002
C 2.0791 1.4761 -1.8844 0.000
H 2.3855 2.6297 0.0094 0.000
C 2.4202 0.1299 -2.2491 -0.001
C 2.8028 -0.5387 -1.0480 0.002
H 2.9130 -1.6050 -0.9138 0.000
H 2.9846 0.2088 1.0634 0.000
H 1.7307 2.2400 -2.5852 -0.001
H 2.3296 -0.3013 -3.2363 0.001
S 0.3276 1.0001 4.6748 0.078
C -0.2486 0.1942 3.4410 0.156
N -0.6877 -0.3971 2.4878 -0.058
```

The spin multiplicity is 5. The value obtained for the molar mass is 275.72 g mol⁻¹. Its total charge is -2. Its expectation value of S² is 6.026. The value obtained for the HOMO-LUMO gap (alpha / beta) is 5.00 / 4.99 eV.

[2]
C27H50ClF2N3O2Si3Sn as an isolated structure in a non-equilibrium geometry, computed with the ωB97M-V functional and the def2-TZVPD basis.

The geometry in XYZ format:
```
89
Properties=species:S:1:pos:R:3:mulliken_charge:R:1
Sn 0.4429 1.0856 -1.6304 0.283
C -1.5488 -1.6473 -2.5782 -1.011
O -1.3144 -0.2146 -2.6093 0.275
Si -2.1601 0.8468 -3.6285 0.456
C -3.9996 0.6709 -3.4942 -1.253
C -1.6650 0.4934 -5.3816 -1.297
C -1.4552 2.4204 -2.8051 0.437
Si -0.3283 3.5228 -3.9130 0.295
C 0.7079 4.7021 -2.9033 -0.922
C -1.5258 4.3906 -5.0586 -1.006
C 0.9064 2.4475 -4.8467 -0.981
Si -2.4287 3.2266 -1.3485 0.205
C -3.6688 4.4073 -2.0957 -1.100
C -1.2478 4.1316 -0.2049 -0.919
C -3.3203 1.9260 -0.3395 -0.514
H -1.4568 -2.0701 -3.5789 0.448
H -2.5469 -1.8476 -2.1885 0.395
H -0.8082 -2.1038 -1.9261 -0.013
H -4.3244 -0.1645 -4.1189 0.483
H -4.5079 1.5644 -3.8671 0.355
H -4.3468 0.4828 -2.4797 0.324
H -2.3020 -0.2994 -5.7805 0.460
H -0.6295 0.1632 -5.4697 0.328
H -1.8011 1.3607 -6.0314 0.357
H 0.1293 5.4730 -2.3948 0.276
H 1.4080 5.2112 -3.5702 0.460
H 1.3055 4.1718 -2.1542 0.242
H -2.1639 5.0905 -4.5218 0.305
H -2.1673 3.6929 -5.6002 0.309
H -0.9458 4.9614 -5.7886 0.412
H 1.1895 1.5390 -4.3011 0.189
H 1.8225 3.0181 -5.0118 0.427
H 0.5403 2.1354 -5.8243 0.342
H -3.1945 5.1933 -2.6812 0.325
H -4.2110 4.8815 -1.2735 0.406
H -4.3971 3.8930 -2.7252 0.305
H -1.0270 5.1375 -0.5620 0.368
H -0.2943 3.6080 -0.0828 0.164
H -1.6993 4.2341 0.7838 0.454
H -4.2815 1.6691 -0.7844 0.438
H -3.5242 2.2993 0.6660 0.475
H -2.7394 1.0104 -0.2493 -0.355
C 1.9096 -3.0322 6.4086 -1.692
C 2.1933 -1.6969 5.6955 1.642
C 3.6887 -1.6172 5.3685 -1.583
C 1.8422 -0.5698 6.6807 -2.010
C 1.2910 -1.6111 4.4277 1.117
O -0.0688 -1.7887 4.7893 -0.683
C 1.7403 -2.6108 3.3171 -1.582
C 0.5858 -3.4039 2.6881 -1.060
C 0.8540 -3.8603 1.2731 0.238
C -0.2068 -3.9515 0.3745 -0.298
C -0.0267 -4.4534 -0.9070 -0.981
C 1.2351 -4.8612 -1.3084 0.336
Cl 1.4520 -5.5555 -2.8788 -0.198
C 2.3125 -4.7502 -0.4448 -0.981
C 2.1164 -4.2561 0.8380 -0.080
C 1.3342 -0.1810 3.8505 -1.833
N 0.6880 -0.0909 2.5313 0.833
C 1.2640 0.2021 1.3827 -0.181
N 0.3486 0.1442 0.4065 0.210
C -0.8083 -0.1929 1.0702 -0.808
N -0.6307 -0.3372 2.3488 -0.811
H 2.7142 -3.2413 7.1132 0.483
H 1.8477 -3.8791 5.7197 0.298
H 0.9860 -2.9825 6.9897 0.502
H 4.2466 -1.5865 6.3046 0.522
H 3.9524 -0.7165 4.8081 0.293
H 4.0409 -2.4842 4.8089 0.346
H 2.2577 -0.8126 7.6591 0.503
H 0.7624 -0.4680 6.7926 0.379
H 2.2625 0.3926 6.3782 0.352
H -0.1584 -2.5875 5.3212 0.609
H 2.4651 -3.3109 3.7258 0.966
H 2.2544 -2.0550 2.5277 0.366
H -0.3299 -2.8185 2.7062 0.647
H 0.3895 -4.2895 3.3001 0.510
H -1.2012 -3.6633 0.7023 0.493
H -0.8642 -4.5626 -1.5854 0.598
H 3.2948 -5.0703 -0.7664 0.471
H 2.9625 -4.2049 1.5126 0.440
H 2.3626 0.1492 3.7337 0.326
H 0.7880 0.4797 4.5189 0.499
H 2.3148 0.4037 1.2550 0.521
H -1.7499 -0.3673 0.5818 0.598
F 3.2588 0.9787 -2.0495 -0.274
C 2.3972 -0.0746 -1.9493 0.178
F 2.7098 -0.7559 -0.8409 -0.207
H 2.5006 -0.7131 -2.8263 0.357
```

The value obtained for the molar mass is 725.13 g mol⁻¹. Its total charge is +2. The value obtained for the HOMO-LUMO gap is 4.83 eV.

[3]
A 2-piece molecular cluster, C5H16NO overall in a non-equilibrium geometry, computed with the ωB97M-V functional and the def2-TZVPD basis.

The geometry in XYZ format:
```
23
Properties=species:S:1:pos:R:3:mulliken_spin:R:1
C 1.1457 1.5554 -0.3401 0.161
O 0.3977 1.2386 -1.5515 -0.062
C 0.2257 1.7630 0.9002 -0.134
C 0.8347 1.2062 2.1939 0.544
H 1.7682 0.6728 -0.1832 0.002
H 1.7858 2.4274 -0.4661 0.005
H -0.2148 1.9700 -1.7035 0.022
H 0.0462 2.8389 0.9740 -0.116
H -0.7382 1.3006 0.6681 0.086
H 1.5739 1.9141 2.5771 0.016
H 0.0658 1.0442 2.9485 -0.088
H 1.2817 0.2325 1.9709 -0.174
C -1.9829 -1.5133 -0.3702 0.732
N -0.5266 -1.2085 -0.4824 -1.148
C 0.2828 -2.1469 -1.3238 0.941
H -2.3324 -0.9858 0.5293 -0.096
H -2.4363 -1.1306 -1.2777 0.001
H -2.0743 -2.5880 -0.2554 -0.060
H -0.1180 -1.2536 0.4805 0.216
H -0.3675 -0.2351 -0.8319 0.565
H 0.5807 -2.9378 -0.6226 -0.400
H 1.1342 -1.5964 -1.7206 -0.022
H -0.3321 -2.5675 -2.1133 0.010
```

The spin multiplicity is 2. The value obtained for the molar mass is 106.19 g mol⁻¹. Its total charge is 0. Its expectation value of S² is 0.751. The value obtained for the HOMO-LUMO gap (alpha / beta) is 3.59 / 11.52 eV.